# 1
The following is a quantum chemistry calculation of a 2-piece molecular cluster, C9H16N3 overall at a distorted geometry, from the Open Molecules 2025 dataset.

Total charge = +1
Energy relative to the best compared isomer or geometry (same formula, charge and spin) = 39.19 kcal/mol
Gap between HOMO and LUMO = 9.182 eV
E_LUMO = -0.1074 hartree

Geometry (Å):
C  2.459  -0.998  2.053
C  0.826  0.830  1.603
C  1.033  -0.515  1.868
C  -0.488  1.238  1.515
C  -0.005  -1.438  1.888
C  -1.593  0.337  1.542
C  -1.330  -1.039  1.682
H  1.733  1.372  1.454
H  -0.840  2.270  1.509
H  2.958  -0.280  2.718
H  3.019  -1.113  1.148
H  0.210  -2.508  2.043
H  -2.508  0.789  1.887
H  -2.123  -1.758  1.749
H  2.490  -1.863  2.709
C  -2.084  -0.185  -1.996
C  0.285  0.508  -2.213
N  -0.671  -0.474  -2.308
N  0.013  1.573  -1.448
N  1.491  0.359  -2.734
H  -0.786  -1.010  -3.170
H  -0.971  1.734  -1.319
H  0.584  1.854  -0.666
H  2.059  1.188  -2.817
H  1.648  -0.487  -3.274
H  -2.517  -1.175  -1.858
H  -2.707  0.495  -2.561
H  -2.185  0.295  -1.004



# 2
The following is a quantum chemistry calculation of one molecule with the formula C4H9IO at a distorted geometry, from the Open Molecules 2025 dataset.

Total charge = 0
Energy relative to the best compared isomer or geometry (same formula, charge and spin) = 0.00 kcal/mol
Gap between HOMO and LUMO = 9.724 eV
E_LUMO = 0.0210 hartree

Geometry (Å):
C  1.126  0.404  0.652
C  -0.178  -1.173  -0.848
C  -0.146  -0.386  0.436
C  -1.442  0.904  0.357
O  -1.216  1.656  -0.747
I  -3.389  -0.126  0.318
H  1.314  1.060  -0.194
H  1.057  1.012  1.552
H  1.973  -0.269  0.765
H  -0.996  -1.890  -0.850
H  -0.294  -0.502  -1.699
H  0.758  -1.718  -0.968
H  -0.414  -0.975  1.309
H  -1.418  1.442  1.304
H  -1.799  2.426  -0.765



# 3
The following is a quantum chemistry calculation of one molecule with the formula C9H9N3S2 at a distorted geometry, from the Open Molecules 2025 dataset.

Total charge = 0
Energy relative to the best compared isomer or geometry (same formula, charge and spin) = 112.86 kcal/mol
Gap between HOMO and LUMO = 8.276 eV
E_LUMO = -0.0182 hartree

Geometry (Å):
C  1.893  -2.175  -0.222
C  1.152  -0.966  -0.313
C  -0.203  -0.703  0.171
C  -1.546  -0.605  2.378
C  -2.457  0.543  2.059
C  -2.580  1.021  0.590
C  2.687  0.873  -1.307
C  2.974  1.276  -2.513
C  1.188  -0.145  -2.714
H  -1.895  -1.273  3.133
H  -0.387  -0.409  2.738
H  -2.451  1.271  2.952
H  -3.381  0.116  2.343
H  -2.849  2.175  0.730
H  -3.336  0.351  0.016
H  3.513  0.685  -0.372
H  3.622  2.007  -2.685
H  -0.041  -0.645  -2.799
N  2.610  -3.079  -0.117
N  1.601  -0.076  -1.386
N  1.948  0.712  -3.545
S  -1.235  -1.894  0.899
S  -0.826  0.940  -0.036



# 4
The following is a quantum chemistry calculation of one molecule with the formula C22H25N3O5, from the Open Molecules 2025 dataset.

Total charge = 0
Energy relative to the best compared isomer or geometry (same formula, charge and spin) = 87.46 kcal/mol
Gap between HOMO and LUMO = 8.038 eV
E_LUMO = -0.0153 hartree

Geometry (Å):
C  5.618  1.441  -0.038
H  6.402  1.976  0.498
O  5.119  0.503  0.891
C  4.085  -0.321  0.600
C  3.719  -1.163  1.650
C  2.675  -2.054  1.542
C  1.934  -2.102  0.367
C  2.306  -1.291  -0.703
C  3.376  -0.415  -0.617
O  3.776  0.374  -1.666
C  3.175  0.191  -2.924
H  3.278  -0.840  -3.275
H  2.116  0.469  -2.912
H  3.710  0.857  -3.599
H  1.763  -1.383  -1.628
C  0.755  -2.970  0.301
C  -0.461  -2.561  -0.180
C  -1.636  -3.370  0.002
O  -1.661  -4.523  0.422
C  -2.828  -2.494  -0.341
O  -4.004  -2.775  -0.303
N  -2.316  -1.291  -0.702
C  -3.141  -0.159  -1.037
H  -2.544  0.549  -1.614
C  -3.712  0.520  0.220
N  -4.271  1.819  -0.107
C  -5.383  2.174  0.752
H  -6.154  1.411  0.672
H  -5.799  3.122  0.413
H  -5.091  2.277  1.808
C  -3.261  2.855  -0.104
H  -2.462  2.596  -0.796
H  -3.710  3.791  -0.434
H  -2.816  3.010  0.893
H  -2.921  0.599  0.986
H  -4.497  -0.124  0.618
H  -3.972  -0.506  -1.656
C  -0.866  -1.205  -0.693
C  -0.368  -0.070  0.169
C  0.168  1.084  -0.387
C  0.621  2.091  0.448
C  0.512  1.904  1.817
N  -0.018  0.821  2.358
C  -0.446  -0.135  1.558
H  -0.875  -1.001  2.046
H  0.855  2.655  2.516
H  1.045  2.998  0.046
H  0.231  1.194  -1.462
H  -0.525  -1.039  -1.728
O  0.896  -4.172  0.835
H  0.013  -4.637  0.817
H  2.411  -2.692  2.369
H  4.289  -1.086  2.561
H  4.847  2.146  -0.354
H  6.045  0.954  -0.916



# 5
The following is a quantum chemistry calculation of C11H10IrN3O9S2 as an isolated structure at a distorted geometry, from the Open Molecules 2025 dataset.

Total charge = -1
Multiplicity = 2
Energy relative to the best compared isomer or geometry (same formula, charge and spin) = 53.71 kcal/mol
Gap between HOMO and LUMO (spin up / spin down) = 5.721 / 6.811 eV
E_LUMO (spin up / spin down) = 0.0610 / 0.0607 hartree
Expectation value of S² = 0.75

Geometry (Å):
Ir  -0.811  -1.028  -0.601
N  -2.743  0.191  -1.129
C  -3.958  -0.531  -0.836
C  -3.744  -1.436  0.354
O  -4.635  -1.784  1.081
N  -2.387  -1.891  0.497
C  -2.212  -2.913  1.236
C  -0.250  -1.327  3.191
O  0.546  -2.142  3.406
O  -1.052  -0.508  3.023
H  -2.563  0.929  -0.455
H  -2.673  0.601  -2.051
H  -4.206  -1.192  -1.672
H  -4.831  0.092  -0.626
H  -1.210  -3.310  1.343
H  -3.059  -3.388  1.725
O  1.282  -0.943  -1.769
S  2.073  -0.913  -0.528
O  3.291  -1.676  -0.506
O  1.164  -1.236  0.599
C  2.600  0.806  -0.313
C  3.972  0.973  -0.172
C  4.535  2.226  0.014
C  3.718  3.342  0.067
C  2.348  3.189  -0.078
C  1.776  1.939  -0.279
S  -0.010  1.962  -0.514
O  -0.442  3.315  -0.256
O  -0.261  1.541  -1.884
O  -0.541  0.944  0.450
H  4.596  0.092  -0.204
H  5.609  2.319  0.122
H  4.135  4.329  0.217
H  1.690  4.045  -0.046
N  -0.883  -3.832  -1.954
C  -0.865  -2.786  -1.454



# 6
The following is a quantum chemistry calculation of a 2-piece molecular cluster, C9H14 overall at a distorted geometry, from the Open Molecules 2025 dataset.

Total charge = 0
Energy relative to the best compared isomer or geometry (same formula, charge and spin) = 21.60 kcal/mol
Gap between HOMO and LUMO = 9.883 eV
E_LUMO = 0.0359 hartree

Geometry (Å):
C  2.518  -0.409  1.190
C  3.269  -0.949  2.422
H  2.671  -0.972  0.269
H  1.443  -0.356  1.355
H  2.838  0.612  1.003
H  2.548  -1.538  2.988
H  4.084  -1.622  2.194
H  3.682  -0.123  2.993
C  -0.300  -0.121  -2.712
C  -2.262  -0.488  -1.248
C  -1.056  0.214  -1.463
C  -3.058  -0.165  -0.177
C  -2.814  0.993  0.571
C  -0.622  1.062  -0.458
C  -1.540  1.518  0.488
H  -2.597  -1.240  -1.949
H  -3.882  -0.799  0.116
H  -0.366  0.734  -3.388
H  -0.841  -0.924  -3.225
H  -3.599  1.515  1.099
H  0.411  1.382  -0.485
H  -1.210  2.273  1.186
H  0.682  -0.595  -2.770



# 7
The following is a quantum chemistry calculation of C12H33ClI2O3P3Pd as an isolated structure at a distorted geometry, from the Open Molecules 2025 dataset.

Total charge = +3
Multiplicity = 5
Energy relative to the best compared isomer or geometry (same formula, charge and spin) = 47.87 kcal/mol
Gap between HOMO and LUMO (spin up / spin down) = 8.170 / 3.881 eV
E_LUMO (spin up / spin down) = -0.3806 / -0.5301 hartree
Expectation value of S² = 6.02

Geometry (Å):
I  1.666  -1.912  -1.734
I  0.125  3.247  -2.434
Pd  -1.189  -0.739  -0.110
P  -1.076  -0.712  -2.858
C  0.378  0.037  -3.783
C  -0.909  -2.329  -3.743
H  -0.957  -2.189  -4.819
H  -2.377  -0.333  -4.898
H  -1.653  -3.064  -3.472
H  -3.397  -1.024  -3.658
H  1.228  -0.692  -3.840
H  0.054  -2.794  -3.536
C  -2.589  -0.315  -3.828
H  0.036  0.301  -4.780
H  -2.918  0.667  -3.544
H  0.882  0.993  -3.317
P  -2.403  -1.474  1.520
C  -1.825  -0.677  3.031
C  -4.175  -1.060  1.481
H  -2.799  -3.789  1.040
H  -2.676  -3.517  2.823
H  -1.186  -3.525  1.838
C  -2.249  -3.269  1.838
H  -4.659  -1.696  0.735
H  -4.609  -1.205  2.494
H  -2.482  -1.010  3.852
H  -1.866  0.411  2.867
H  -4.260  0.002  1.231
H  -0.795  -1.045  3.154
Cl  -2.737  -2.072  -1.271
C  3.380  1.556  -1.716
C  2.741  0.925  -0.512
O  1.458  1.485  -0.166
P  0.383  0.570  0.718
O  -0.221  1.677  1.750
C  0.342  2.917  2.394
C  0.679  4.052  1.446
O  1.322  -0.360  1.676
C  2.408  0.193  2.475
C  3.393  -0.925  2.683
H  2.751  1.484  -2.600
H  4.342  1.112  -1.955
H  3.598  2.615  -1.574
H  2.607  -0.197  -0.728
H  3.402  0.913  0.360
H  -0.499  3.123  3.073
H  1.216  2.603  3.011
H  1.561  3.876  0.822
H  -0.154  4.337  0.800
H  0.997  4.859  2.123
H  2.862  1.045  1.963
H  1.952  0.545  3.389
H  4.256  -0.479  3.208
H  2.930  -1.710  3.320
H  3.713  -1.432  1.756



# 8
The following is a quantum chemistry calculation of C3H5O4Pm as an isolated structure at a distorted geometry, from the Open Molecules 2025 dataset.

Total charge = +1
Multiplicity = 6
Energy relative to the best compared isomer or geometry (same formula, charge and spin) = 34.75 kcal/mol
Gap between HOMO and LUMO (spin up / spin down) = 6.725 / 7.858 eV
E_LUMO (spin up / spin down) = -0.1989 / -0.1970 hartree
Expectation value of S² = 8.76

Geometry (Å):
O  -0.382  -2.151  0.681
C  0.170  -1.489  -0.172
C  -0.358  1.451  0.404
O  0.878  0.910  0.719
O  -0.382  -0.552  -0.938
C  -1.226  0.404  -0.282
H  -0.308  2.344  -0.248
H  -0.907  1.765  1.313
H  -1.871  0.849  -1.050
H  -1.828  -0.127  0.466
O  1.357  -1.823  -0.721
H  1.880  -2.306  -0.070
Pm  2.978  0.726  -0.104



What is the formula in the second record? C4H9IO



Please write out number 7 again, unchanged.
The following is a quantum chemistry calculation of C12H33ClI2O3P3Pd as an isolated structure at a distorted geometry, from the Open Molecules 2025 dataset.

Total charge = +3
Multiplicity = 5
Energy relative to the best compared isomer or geometry (same formula, charge and spin) = 47.87 kcal/mol
Gap between HOMO and LUMO (spin up / spin down) = 8.170 / 3.881 eV
E_LUMO (spin up / spin down) = -0.3806 / -0.5301 hartree
Expectation value of S² = 6.02

Geometry (Å):
I  1.666  -1.912  -1.734
I  0.125  3.247  -2.434
Pd  -1.189  -0.739  -0.110
P  -1.076  -0.712  -2.858
C  0.378  0.037  -3.783
C  -0.909  -2.329  -3.743
H  -0.957  -2.189  -4.819
H  -2.377  -0.333  -4.898
H  -1.653  -3.064  -3.472
H  -3.397  -1.024  -3.658
H  1.228  -0.692  -3.840
H  0.054  -2.794  -3.536
C  -2.589  -0.315  -3.828
H  0.036  0.301  -4.780
H  -2.918  0.667  -3.544
H  0.882  0.993  -3.317
P  -2.403  -1.474  1.520
C  -1.825  -0.677  3.031
C  -4.175  -1.060  1.481
H  -2.799  -3.789  1.040
H  -2.676  -3.517  2.823
H  -1.186  -3.525  1.838
C  -2.249  -3.269  1.838
H  -4.659  -1.696  0.735
H  -4.609  -1.205  2.494
H  -2.482  -1.010  3.852
H  -1.866  0.411  2.867
H  -4.260  0.002  1.231
H  -0.795  -1.045  3.154
Cl  -2.737  -2.072  -1.271
C  3.380  1.556  -1.716
C  2.741  0.925  -0.512
O  1.458  1.485  -0.166
P  0.383  0.570  0.718
O  -0.221  1.677  1.750
C  0.342  2.917  2.394
C  0.679  4.052  1.446
O  1.322  -0.360  1.676
C  2.408  0.193  2.475
C  3.393  -0.925  2.683
H  2.751  1.484  -2.600
H  4.342  1.112  -1.955
H  3.598  2.615  -1.574
H  2.607  -0.197  -0.728
H  3.402  0.913  0.360
H  -0.499  3.123  3.073
H  1.216  2.603  3.011
H  1.561  3.876  0.822
H  -0.154  4.337  0.800
H  0.997  4.859  2.123
H  2.862  1.045  1.963
H  1.952  0.545  3.389
H  4.256  -0.479  3.208
H  2.930  -1.710  3.320
H  3.713  -1.432  1.756



What is the energy relative to the best compared isomer or geometry (same formula, charge and spin) in the eighth record? 34.75 kcal/mol